Record 1
Molecular formula: C42H94N4O7
Method: DFT, the ωB97M-V functional and the def2-TZVPD basis

Element x y z (Å)
C  0.413  3.838  -3.378
C  -5.007  -0.391  -1.754
H  0.818  1.920  -1.619
C  0.850  5.432  3.042
H  -3.130  -5.906  -3.709
H  0.473  6.019  3.880
H  1.333  4.910  -5.047
H  0.015  7.050  -1.026
C  1.207  2.837  -1.175
H  -0.680  6.493  -3.386
C  5.094  -0.677  -2.254
N  -2.957  -6.418  -1.846
C  -5.925  -1.281  -0.918
H  -0.229  -2.801  -2.812
H  -1.571  -4.928  -0.106
H  2.643  7.582  -3.750
H  -0.596  3.780  -2.970
C  2.128  3.510  2.222
H  3.417  6.016  -3.461
H  3.510  2.493  5.265
H  -1.889  -6.567  2.010
H  2.000  5.921  -0.017
H  -1.753  -9.657  -2.113
H  0.649  6.921  -4.517
H  3.407  5.707  3.553
H  2.795  2.405  -2.990
H  0.524  2.868  -3.862
H  1.572  7.852  -0.824
C  -2.552  -5.207  0.278
C  -1.819  -8.575  -2.232
C  2.050  -4.375  -1.876
H  3.081  -0.125  -0.801
H  -2.845  -4.307  0.819
C  -4.031  1.782  4.920
H  -1.817  0.920  -0.365
C  1.404  6.391  -2.502
H  4.769  -3.872  -0.912
H  6.039  -0.523  -1.731
H  1.085  -2.973  -4.102
H  -3.482  -3.101  -1.077
H  0.095  0.068  0.562
N  3.168  -2.211  -2.572
H  1.234  3.466  1.600
O  -3.622  -6.463  -3.101
H  -5.707  -1.257  0.150
C  1.503  1.909  4.662
H  -4.043  -0.896  -1.815
H  -5.274  -6.207  0.152
H  -6.920  -0.968  -1.236
O  0.337  3.815  5.502
O  -4.906  0.899  -1.251
H  3.022  1.729  1.401
H  -0.131  5.109  2.695
H  3.736  3.756  -2.416
H  3.679  4.299  4.700
H  -4.178  -4.052  -2.510
H  5.411  -1.037  -3.232
C  -0.739  0.286  1.229
H  -3.923  0.469  0.512
C  -4.986  -5.482  -0.609
H  2.857  4.186  1.774
H  -3.883  3.307  3.463
H  -0.701  -0.445  2.036
C  -3.177  2.767  4.095
H  -5.816  -2.322  -1.223
H  -0.722  1.317  1.581
H  2.924  3.840  -3.993
H  -5.345  -4.530  -0.217
N  0.942  3.266  4.428
H  -0.564  1.281  4.846
H  2.770  -2.766  0.557
H  -0.332  4.907  -5.141
C  0.461  4.976  -4.397
H  2.466  2.304  6.628
H  5.795  -2.676  -0.237
H  -0.794  -8.208  -2.285
H  -4.498  1.077  4.232
C  -4.069  -8.511  -1.036
H  -2.486  2.328  3.375
H  -2.126  -0.781  -0.128
C  1.702  4.236  3.572
H  0.689  -1.299  -1.032
H  2.496  -4.971  -2.673
O  -3.202  0.444  1.144
H  0.784  -2.893  -0.380
C  -3.412  -3.962  -1.740
C  2.830  6.812  -3.002
C  0.863  7.475  -1.562
C  0.381  1.022  5.324
C  -1.976  -7.675  0.147
C  2.649  1.928  5.622
H  2.022  -1.295  1.090
H  1.379  6.115  2.378
C  3.579  -1.010  -0.405
H  3.360  7.328  -2.201
H  -2.259  -8.579  0.687
H  -2.278  -8.481  -3.216
H  -3.343  1.217  5.549
H  0.375  3.245  -0.601
H  3.684  -1.786  -4.371
H  -3.439  -6.916  1.495
H  -1.584  3.733  4.718
H  -4.734  2.184  5.649
C  1.983  1.190  3.367
O  2.475  5.336  -0.611
C  4.214  -1.770  -1.552
H  4.522  0.230  -2.446
H  -5.468  -0.433  -2.741
C  -3.467  -5.332  -0.969
C  0.792  -2.585  -3.127
H  1.044  -4.754  -1.697
C  -2.745  -7.790  -1.251
H  0.148  1.241  6.366
C  2.817  2.153  2.384
C  1.902  -2.811  -2.131
H  5.866  -3.123  -1.891
O  -2.515  3.702  4.952
H  -0.912  -7.484  0.009
H  2.648  -4.664  -1.012
H  1.197  0.611  2.880
H  -4.841  -8.351  -1.789
H  -5.641  -5.700  -1.453
H  -3.911  -9.589  -1.054
C  -2.032  0.170  0.396
H  3.859  2.265  2.685
H  0.819  -1.531  -3.407
H  -5.182  1.551  -1.900
C  2.831  3.494  -2.964
H  2.028  2.606  -0.496
C  -2.495  -6.536  1.105
H  1.025  4.180  6.063
C  5.159  -2.872  -1.100
H  2.772  0.439  3.410
H  0.350  -0.064  5.246
H  -4.403  -8.349  -0.011
C  1.526  3.898  -2.283
N  1.555  5.187  -1.650
H  2.613  5.567  5.023
H  -2.416  -3.715  -2.109
C  0.358  6.310  -3.662
H  0.639  8.295  -2.244
C  2.963  4.948  4.197
O  3.658  -2.598  -3.861
C  2.471  -1.774  0.220
H  2.998  0.922  5.852
C  1.389  -2.114  -0.844
H  4.392  -0.741  0.269

Properties
- net charge = +1
- 2S+1 = 2
- calculated total energy (eV) = -65355.15257
- max |F| (eV/A) = 3.904
- highest occupied orbital energy (alpha / beta) (hartree) = -0.3496 / -0.3496
- frontier orbital gap (alpha / beta) (eV) = 7.10 / 2.90


Record 2
Molecular formula: C2H4N2S3
Method: DFT, the ωB97M-V functional and the def2-TZVPD basis

Element x y z (Å)
S  -0.214  0.990  -2.385
S  -1.911  -1.003  -0.931
H  -2.183  -0.668  0.295
H  0.371  1.431  0.500
S  2.822  0.726  -2.919
H  0.024  -0.212  0.949
H  1.970  -0.857  -0.595
C  0.408  0.334  0.111
C  1.458  0.585  -1.934
N  1.514  0.032  -0.711
N  -0.923  0.442  -0.967

Properties
- SMILES string = S=C1NCN(S)S1
- calculated total energy (eV) = -37622.36824
- max |F| (eV/A) = 5.157
- highest occupied orbital energy (hartree) = -0.3040
- frontier orbital gap (eV) = 8.03


Record 3
Molecular formula: C4H18O5
Method: DFT, the ωB97M-V functional and the def2-TZVPD basis

Element x y z (Å)
O  -1.171  0.592  -1.759
C  0.602  -1.347  -0.226
H  0.574  -0.399  0.311
H  1.653  -2.450  1.246
H  -0.992  0.637  0.816
H  -2.053  0.950  -1.856
H  -0.054  -1.407  2.168
H  1.058  2.266  -1.039
H  1.311  1.610  0.520
H  0.338  0.676  -0.583
H  0.599  -1.071  -1.281
O  -1.059  -0.190  0.339
H  -1.081  0.066  -0.583
H  -1.422  2.490  -0.534
H  -2.069  2.376  1.717
H  -1.030  -0.931  1.114
C  0.554  1.694  -0.260
H  2.300  -2.942  -1.477
H  -1.056  0.027  -2.523
H  -0.364  3.445  0.596
O  -1.303  1.873  1.433
C  1.860  -2.165  0.215
O  -0.950  -1.530  1.856
O  2.002  -3.302  -0.638
H  -0.309  -1.882  0.042
H  2.752  -1.547  0.113
C  -0.690  2.457  0.273

Properties
- calculated total energy (eV) = -14669.87685
- max |F| (eV/A) = 8.485
- highest occupied orbital energy (hartree) = -0.3168
- frontier orbital gap (eV) = 8.49


Record 4
Molecular formula: C7H13N2
Method: DFT, the ωB97M-V functional and the def2-TZVPD basis

Element x y z (Å)
C  -0.622  -0.577  -2.280
H  -1.793  0.938  0.572
H  1.881  1.740  -0.147
C  1.048  0.502  2.228
N  0.353  0.163  -2.254
H  -1.194  -0.710  -3.249
C  -1.426  -1.402  -1.286
H  2.267  -0.297  -0.203
H  -1.861  -2.209  -1.932
C  -0.616  -1.827  -0.061
C  -0.727  1.432  0.689
H  1.092  0.073  -1.361
N  0.024  -1.033  0.702
C  1.552  0.602  -0.206
H  -0.491  2.006  -0.212
H  1.908  -0.184  2.464
H  -0.640  -2.768  0.283
H  -0.623  2.027  1.557
H  0.083  0.325  2.835
H  1.550  1.447  2.231
C  0.432  0.321  0.789
H  -2.195  -0.568  -1.160

Properties
- net charge = +1
- calculated total energy (eV) = -10436.92125
- max |F| (eV/A) = 5.435
- highest occupied orbital energy (alpha / beta) (hartree) = -0.4915 / -0.4914
- frontier orbital gap (alpha / beta) (eV) = 6.56 / 6.56


Record 5
Molecular formula: C4H14N2O
Method: DFT, the ωB97M-V functional and the def2-TZVPD basis

Element x y z (Å)
C  0.073  1.127  0.558
C  -1.644  -0.844  1.327
H  1.139  2.574  1.901
H  -1.650  -0.627  -0.501
H  1.151  -0.211  -2.767
H  2.543  -0.688  -3.394
H  -0.743  1.756  0.045
H  0.509  -0.464  1.848
H  -1.577  -1.516  2.219
N  1.706  -0.970  -2.893
N  -2.337  -1.111  0.025
H  2.069  0.998  1.488
O  1.518  1.890  -0.096
H  -2.138  -0.022  1.877
C  1.190  1.671  1.298
H  1.283  -1.593  -3.591
H  0.186  -1.042  -0.017
H  -2.399  -2.123  -0.195
H  -3.272  -0.788  0.075
H  2.470  2.324  -0.094
C  -0.074  -0.339  0.884

Properties
- net charge = +3
- 2S+1 = 2
- calculated total energy (eV) = -9363.18954
- max |F| (eV/A) = 4.916
- highest occupied orbital energy (alpha / beta) (hartree) = -0.8553 / -0.8553
- frontier orbital gap (alpha / beta) (eV) = 9.98 / 6.07


Record 6
Molecular formula: C24H31BO3Ta
Method: DFT, the ωB97M-V functional and the def2-TZVPD basis

Element x y z (Å)
H  -0.873  3.206  -1.695
H  -3.604  -7.816  2.295
H  -3.467  -1.632  -2.301
H  -1.849  -7.094  3.873
H  2.281  2.510  1.097
H  2.789  4.933  1.133
C  -3.971  -5.838  1.554
H  -3.651  -0.879  0.023
C  -3.338  -6.769  2.365
O  1.192  -0.624  -0.037
C  -2.352  -6.363  3.253
B  -0.011  -1.190  -0.059
H  8.588  4.479  0.420
O  -0.227  -2.552  -0.002
H  3.929  -1.157  0.649
H  -0.613  -2.802  0.847
H  -5.885  -0.632  1.076
C  -6.948  -1.237  -0.685
C  -2.651  -4.094  2.541
C  5.589  3.070  -0.278
C  1.695  3.200  0.504
C  -5.590  -1.798  -2.586
C  -3.623  -4.499  1.643
H  4.050  3.968  -1.462
C  -4.552  -1.096  -0.538
C  5.769  5.243  -1.290
C  7.592  4.371  0.009
C  -2.004  -5.024  3.340
H  -7.734  -1.873  -2.576
C  0.207  4.947  -1.055
C  -6.842  -1.656  -2.003
H  5.340  6.034  -1.891
C  1.234  5.433  -0.257
C  1.979  4.558  0.522
H  5.019  2.169  -0.095
H  1.900  -2.047  -2.355
H  -4.728  -6.155  0.848
C  -5.803  -0.957  0.047
C  5.044  4.085  -1.050
H  -1.157  0.323  0.467
H  7.288  2.420  0.852
O  -1.167  -0.391  -0.185
H  3.557  -0.076  -1.647
H  -7.924  -1.130  -0.228
C  7.044  5.387  -0.760
H  7.611  6.290  -0.949
C  0.666  2.713  -0.289
H  4.219  -2.607  -1.521
H  -0.369  5.628  -1.669
H  -4.112  -3.769  1.010
H  -1.229  -4.707  4.025
Ta  2.850  -1.604  -0.818
H  1.458  6.492  -0.246
C  -0.076  3.588  -1.070
C  -4.446  -1.519  -1.854
H  0.469  1.651  -0.303
H  -5.507  -2.129  -3.613
H  2.471  -3.152  0.116
H  -2.389  -3.044  2.605
C  6.863  3.214  0.251

Properties
- net charge = -1
- calculated total energy (eV) = -33761.73144
- max |F| (eV/A) = 2.269
- highest occupied orbital energy (hartree) = -0.1903
- frontier orbital gap (eV) = 7.63


Record 7
Molecular formula: C2HCl4O3
Method: DFT, the ωB97M-V functional and the def2-TZVPD basis

Element x y z (Å)
Cl  1.701  -1.871  0.012
Cl  -0.570  1.746  -0.367
C  1.296  -0.239  -0.437
O  -2.348  -0.270  0.434
Cl  0.131  0.185  1.994
O  -2.898  0.403  -0.368
H  1.181  -0.156  -1.511
Cl  2.554  0.898  0.108
C  -0.085  0.148  0.254
O  -0.962  -0.844  -0.119

Properties
- 2S+1 = 2
- calculated total energy (eV) = -58315.98194
- max |F| (eV/A) = 2.236
- highest occupied orbital energy (alpha / beta) (hartree) = -0.4048 / -0.4080
- frontier orbital gap (alpha / beta) (eV) = 10.17 / 9.65


Record 8
Molecular formula: C19H42ClN6O8
Method: DFT, the ωB97M-V functional and the def2-TZVPD basis

Element x y z (Å)
H  -1.817  3.676  -1.618
H  -5.646  -8.892  6.145
O  1.144  5.319  -0.684
H  3.305  1.802  -5.736
H  2.884  -1.139  -4.430
H  0.675  -2.377  -0.476
H  3.041  2.906  -4.365
H  6.909  6.158  -2.555
C  3.714  5.207  -0.420
H  -6.899  -1.419  3.394
H  8.386  2.857  -1.712
C  -5.653  -7.780  3.613
H  -5.042  -7.430  6.959
C  3.545  1.994  -4.687
C  -5.618  -7.800  6.110
H  -1.454  5.770  0.492
H  -4.298  -4.049  1.744
H  -0.701  0.902  0.177
C  -0.033  -2.448  0.351
N  3.123  0.859  -3.890
C  -3.890  -6.626  4.810
C  2.391  4.965  -1.315
H  4.305  4.252  -0.250
O  0.409  3.105  -0.266
H  -2.578  4.537  0.364
H  -5.927  -6.886  3.047
O  6.977  4.006  -0.818
O  1.819  0.065  -2.182
C  -1.515  -1.039  1.648
H  3.399  5.682  0.582
O  2.515  4.538  -2.470
C  3.689  -0.447  -4.172
H  -7.362  -2.955  4.155
H  1.846  2.010  -2.755
H  5.655  4.996  -3.037
C  -4.578  -3.514  2.652
H  0.479  -2.821  1.241
H  -0.433  -0.194  -1.198
H  4.625  2.124  -4.577
H  -5.766  -2.237  4.506
Cl  -3.274  6.302  -0.891
N  7.598  4.247  -3.012
O  -3.343  -6.244  3.792
H  -3.494  -6.378  5.808
O  -1.905  -1.955  2.347
C  2.213  0.978  -2.886
H  4.388  5.994  -0.925
H  4.197  -0.818  -3.278
H  0.885  0.128  -0.042
H  -4.421  -4.166  3.513
O  -7.954  -3.086  1.459
N  -2.062  5.259  -0.186
H  -1.104  5.327  -2.161
C  7.652  3.676  -1.777
H  -0.834  -3.143  0.090
C  8.436  3.798  -4.107
N  -5.973  -3.113  2.613
H  9.079  2.974  -3.793
C  6.673  5.340  -3.240
C  -6.779  -3.395  1.553
H  6.743  5.693  -4.269
H  -1.887  -0.009  1.785
C  -1.250  4.606  -1.291
H  -6.544  -8.377  3.809
H  7.799  3.462  -4.929
N  -5.023  -7.382  4.857
C  -0.192  -0.006  -0.150
H  -6.636  -7.406  6.170
H  -3.955  -2.624  2.749
N  -0.606  -1.147  0.641
H  -4.942  -8.364  3.022
C  0.218  4.248  -0.696
C  -6.526  -2.388  3.739
H  9.059  4.630  -4.444
H  4.399  -0.386  -4.998
H  -6.261  -3.948  0.752

Properties
- net charge = +1
- calculated total energy (eV) = -58217.41513
- max |F| (eV/A) = 4.817
- highest occupied orbital energy (hartree) = -0.3590
- frontier orbital gap (eV) = 4.21


Which formula does entry 5 have?
C4H14N2O


Among the records above, which one has the lowest max |F|?
C2HCl4O3